{"formula": "C13H11BF10GaN3O4S4SeSi", "method": "the ωB97M-V functional and the def2-TZVPD basis", "total_charge": -2, "e_above_lowest_kj_mol": 5.17, "orbital_gap_ev": 7.73, "e_homo_ha": -0.131, "multiplicity": 1, "species": ["Ga", "F", "C", "F", "F", "S", "O", "O", "N", "S", "O", "O", "C", "F", "F", "F", "S", "C", "C", "C", "C", "N", "C", "C", "C", "S", "C", "N", "H", "H", "F", "B", "F", "F", "F", "C", "Si", "C", "C", "Se", "H", "H", "H", "H", "H", "H", "H", "H", "H"], "coordinates": [[-0.58289, -0.08662, 0.04669], [-4.03805, 1.73993, -4.23458], [-3.27108, 1.84926, -3.14282], [-2.09116, 1.29930, -3.40853], [-3.09787, 3.14840, -2.88717], [-4.08014, 1.02821, -1.70095], [-3.23346, 1.30634, -0.57750], [-5.41985, 1.52922, -1.71468], [-4.06532, -0.47525, -2.19137], [-3.06414, -1.58037, -1.74047], [-1.78212, -1.09901, -1.21702], [-2.97650, -2.61508, -2.71456], [-3.88680, -2.33979, -0.27290], [-3.07309, -3.16171, 0.34867], [-4.28882, -1.38616, 0.56574], [-4.96663, -3.01153, -0.69099], [1.42209, -0.93184, -0.54396], [2.06256, 0.50456, -1.31563], [3.33757, 0.41308, -1.88158], [3.95174, 1.48966, -2.50302], [5.26777, 1.33957, -3.05728], [6.32196, 1.21271, -3.49988], [3.27505, 2.71715, -2.57844], [2.00666, 2.81992, -2.02695], [1.38558, 1.74529, -1.39035], [-0.19924, 2.02500, -0.69719], [3.87321, 3.86029, -3.20627], [4.34964, 4.78493, -3.69807], [3.86382, -0.53107, -1.82653], [1.48363, 3.76528, -2.08724], [1.07458, -4.59287, 2.17088], [0.29267, -4.34355, 1.02090], [-0.90748, -5.06763, 1.10397], [1.00630, -4.71025, -0.12854], [-0.00298, -2.95112, 0.96681], [1.39695, 1.37998, 2.72085], [0.35040, -0.05067, 3.32676], [1.39986, -1.58157, 3.33537], [-0.22435, 0.30080, 5.08156], [-1.60464, -0.16581, 2.14621], [2.26903, 1.52571, 3.36510], [0.82019, 2.30599, 2.68311], [1.75589, 1.17316, 1.70929], [2.22164, -1.42009, 4.04344], [1.82064, -1.78017, 2.35043], [0.85384, -2.48094, 3.61959], [0.63793, 0.51811, 5.71925], [-0.73812, -0.57081, 5.49242], [-0.90644, 1.15208, 5.11744]], "nbo_charge": [1.149, -0.323, 0.711, -0.308, -0.317, 2.271, -0.920, -0.928, -1.232, 2.293, -0.996, -0.894, 0.729, -0.272, -0.311, -0.321, -0.165, -0.074, -0.206, -0.166, 0.300, -0.347, -0.176, -0.164, -0.200, -0.214, 0.302, -0.351, 0.233, 0.227, -0.586, 1.352, -0.579, -0.576, -0.581, -1.135, 1.495, -1.145, -1.123, -0.593, 0.222, 0.239, 0.245, 0.212, 0.271, 0.270, 0.219, 0.234, 0.231]}